No. 1
{"formula": "C18H48F24N8O12P4", "method": "ωB97M-V/def2-TZVPD", "spin_multiplicity": 1, "lumo_energy_ha": -0.1133, "gap_ha": 0.0440, "total_charge": 0, "homo_energy_ev": -4.28, "elements": ["C", "C", "O", "N", "H", "H", "C", "H", "H", "H", "H", "H", "H", "C", "C", "O", "N", "H", "H", "C", "H", "H", "H", "H", "H", "H", "C", "C", "O", "N", "H", "H", "C", "H", "H", "H", "H", "H", "H", "C", "C", "O", "N", "H", "H", "C", "H", "H", "H", "H", "H", "H", "C", "C", "O", "N", "H", "H", "C", "H", "H", "H", "H", "H", "H", "C", "C", "O", "N", "H", "H", "C", "H", "H", "H", "H", "H", "H", "P", "F", "F", "F", "F", "F", "F", "P", "F", "F", "F", "F", "F", "F", "P", "F", "F", "F", "F", "F", "F", "P", "F", "F", "F", "F", "F", "F", "N", "O", "O", "O", "N", "O", "O", "O"], "xyz": [[0.388, 3.008, -4.618], [1.681, 3.528, -3.999], [1.886, 4.679, -3.812], [2.632, 2.507, -3.434], [2.558, 1.587, -3.896], [3.546, 2.716, -3.853], [2.685, 2.448, -1.922], [0.589, 2.743, -5.658], [-0.318, 3.836, -4.614], [-0.063, 2.136, -4.145], [3.106, 3.429, -1.712], [3.370, 1.663, -1.602], [1.698, 2.291, -1.500], [-1.494, 0.106, -1.179], [-0.169, -0.352, -0.650], [0.581, 0.286, 0.045], [0.322, -1.636, -1.142], [-0.508, -2.177, -1.427], [0.849, -1.557, -2.032], [1.339, -2.409, -0.295], [-2.283, -0.352, -0.586], [-1.602, -0.098, -2.245], [-1.691, 1.178, -1.124], [0.865, -2.587, 0.663], [2.270, -1.862, -0.131], [1.754, -3.289, -0.794], [5.430, 3.165, 1.769], [4.328, 2.178, 1.917], [3.380, 2.204, 1.203], [4.427, 1.143, 3.016], [5.305, 1.267, 3.518], [3.597, 1.305, 3.580], [4.456, -0.253, 2.475], [5.595, 3.628, 2.746], [5.171, 3.936, 1.054], [6.289, 2.569, 1.444], [4.231, -0.921, 3.307], [5.337, -0.541, 1.898], [3.679, -0.501, 1.748], [-4.951, -1.090, -2.869], [-6.257, -1.557, -3.466], [-6.648, -2.652, -3.272], [-6.968, -0.711, -4.523], [-6.907, 0.282, -4.313], [-6.542, -0.920, -5.427], [-8.467, -1.007, -4.529], [-5.170, -0.271, -2.171], [-4.225, -0.651, -3.553], [-4.604, -1.929, -2.270], [-8.666, -2.062, -4.373], [-8.926, -0.593, -5.421], [-8.824, -0.451, -3.664], [-0.503, 1.137, 6.731], [-0.388, -0.031, 5.805], [-0.871, -1.077, 6.041], [0.520, 0.155, 4.615], [1.048, 1.018, 4.780], [1.382, -0.405, 4.684], [-0.178, 0.025, 3.275], [-0.716, 0.739, 7.716], [-1.135, 1.900, 6.267], [0.407, 1.750, 6.760], [-0.863, 0.822, 3.017], [-0.551, -0.991, 3.148], [0.681, 0.019, 2.598], [-1.954, 3.256, 1.365], [-1.357, 4.582, 1.134], [-0.195, 4.784, 0.929], [-2.236, 5.763, 1.535], [-2.058, 6.488, 0.837], [-3.244, 5.607, 1.517], [-1.771, 6.215, 2.912], [-2.746, 3.204, 0.610], [-2.222, 3.110, 2.414], [-1.264, 2.452, 1.110], [-1.697, 5.312, 3.514], [-2.406, 6.980, 3.344], [-0.744, 6.547, 2.783], [5.211, -1.198, -1.270], [4.184, -1.958, -2.230], [5.186, -0.001, -2.409], [4.060, -0.401, -0.453], [6.321, -0.383, -0.345], [5.117, -2.406, -0.208], [6.460, -1.853, -1.990], [2.031, -3.655, 4.046], [2.028, -3.882, 5.644], [0.464, -3.215, 4.019], [2.311, -2.087, 4.235], [2.098, -3.551, 2.408], [3.609, -3.995, 3.990], [1.641, -5.219, 3.950], [-4.011, -0.901, 1.713], [-2.654, -0.047, 1.695], [-4.857, 0.331, 2.325], [-4.443, -0.341, 0.209], [-5.374, -1.810, 1.623], [-3.228, -2.165, 1.027], [-3.682, -1.352, 3.223], [-1.874, -3.951, -2.898], [-0.264, -3.911, -2.800], [-1.746, -4.261, -4.495], [-1.834, -5.509, -2.419], [-3.481, -4.049, -3.013], [-1.958, -3.567, -1.308], [-1.862, -2.352, -3.162], [1.666, -0.733, -4.188], [0.644, -0.208, -3.611], [1.838, -1.939, -4.073], [2.509, -0.014, -4.763], [2.723, -6.536, -2.012], [2.646, -5.301, -2.092], [2.152, -7.252, -2.870], [3.371, -7.077, -1.106]]}

=====

No. 2
{"formula": "C28H74ClN4O17", "method": "ωB97M-V/def2-TZVPD", "spin_multiplicity": 2, "lumo_energy_ha": [0.1320, 0.1309], "gap_ha": [0.0414, 0.2931], "total_charge": -2, "homo_energy_ev": [2.47, -4.41], "elements": ["Cl", "O", "O", "O", "O", "C", "O", "C", "C", "N", "C", "C", "O", "C", "H", "H", "H", "H", "H", "H", "H", "H", "H", "H", "H", "H", "H", "H", "H", "C", "O", "C", "C", "N", "C", "C", "O", "C", "H", "H", "H", "H", "H", "H", "H", "H", "H", "H", "H", "H", "H", "H", "H", "C", "O", "C", "C", "N", "C", "C", "O", "C", "H", "H", "H", "H", "H", "H", "H", "H", "H", "H", "H", "H", "H", "H", "H", "C", "C", "O", "O", "H", "H", "H", "H", "H", "H", "C", "C", "O", "O", "H", "H", "H", "H", "H", "H", "C", "C", "O", "O", "H", "H", "H", "H", "H", "H", "C", "C", "C", "O", "C", "N", "H", "H", "H", "H", "H", "H", "H", "H", "H", "H", "H"], "xyz": [[14.489, -14.828, -17.936], [14.557, -13.798, -16.905], [15.655, -15.659, -17.777], [13.359, -15.625, -17.674], [14.345, -14.201, -19.193], [15.892, -15.861, -26.474], [16.336, -16.366, -25.247], [15.523, -17.408, -24.753], [15.317, -17.242, -23.211], [16.610, -17.192, -22.522], [16.426, -16.688, -21.204], [17.733, -16.318, -20.543], [18.553, -15.525, -21.378], [19.823, -15.232, -20.798], [16.384, -16.429, -27.263], [16.157, -14.809, -26.583], [14.822, -15.884, -26.681], [16.104, -18.291, -25.021], [14.536, -17.439, -25.215], [14.804, -18.127, -22.835], [14.744, -16.355, -22.939], [16.832, -18.166, -22.369], [15.869, -17.365, -20.556], [15.811, -15.790, -21.257], [18.334, -17.150, -20.174], [17.422, -15.767, -19.655], [20.455, -16.116, -20.711], [19.816, -14.695, -19.850], [20.339, -14.525, -21.448], [8.200, -14.152, -19.210], [8.043, -12.875, -18.570], [7.989, -13.094, -17.151], [7.759, -11.787, -16.300], [8.817, -10.832, -16.539], [10.087, -11.028, -15.861], [11.184, -11.681, -16.737], [10.860, -11.528, -18.086], [11.709, -12.242, -19.029], [8.847, -14.165, -20.087], [7.206, -14.525, -19.457], [8.856, -14.825, -18.657], [8.951, -13.534, -16.887], [7.207, -13.792, -16.853], [7.686, -12.051, -15.244], [6.744, -11.510, -16.585], [9.077, -10.934, -17.510], [9.964, -11.706, -15.017], [10.392, -10.040, -15.516], [11.270, -12.743, -16.507], [12.157, -11.260, -16.482], [11.791, -13.294, -18.754], [12.730, -11.860, -19.034], [11.449, -12.077, -20.075], [11.101, -23.565, -25.790], [11.306, -22.895, -24.527], [11.629, -21.491, -24.575], [11.690, -21.001, -23.172], [12.881, -21.543, -22.533], [12.864, -21.351, -21.081], [12.864, -19.832, -20.651], [13.147, -19.841, -19.258], [13.239, -18.581, -18.715], [12.000, -23.488, -26.401], [10.266, -23.081, -26.298], [11.080, -24.649, -25.674], [10.928, -20.903, -25.167], [12.574, -21.542, -25.114], [10.845, -21.377, -22.595], [11.686, -19.914, -23.090], [13.033, -22.524, -22.719], [13.796, -21.809, -20.749], [12.036, -21.933, -20.676], [11.916, -19.327, -20.838], [13.704, -19.430, -21.218], [13.698, -18.749, -17.741], [12.221, -18.204, -18.622], [13.779, -17.926, -19.400], [13.757, -18.567, -13.563], [13.985, -17.786, -14.896], [14.142, -16.344, -14.716], [12.454, -18.258, -13.087], [14.413, -18.247, -12.753], [13.907, -19.640, -13.678], [13.213, -18.025, -15.626], [14.944, -18.035, -15.350], [14.008, -15.867, -15.539], [12.412, -17.316, -13.268], [18.675, -13.602, -15.942], [17.974, -12.679, -14.992], [16.691, -13.165, -14.684], [17.961, -13.675, -17.116], [18.877, -14.571, -15.486], [19.693, -13.310, -16.198], [17.916, -11.640, -15.317], [18.574, -12.665, -14.082], [16.151, -12.914, -15.436], [17.305, -14.375, -17.153], [16.190, -13.138, -22.417], [17.539, -12.465, -22.658], [18.534, -13.377, -23.035], [15.991, -14.261, -23.417], [15.404, -12.385, -22.346], [16.129, -13.528, -21.402], [17.775, -12.037, -21.683], [17.424, -11.645, -23.367], [19.337, -12.915, -23.286], [15.242, -14.019, -23.967], [14.477, -8.131, -20.482], [15.199, -9.436, -20.463], [15.275, -10.290, -19.164], [15.923, -9.533, -18.185], [16.093, -10.190, -16.993], [14.501, -10.268, -21.498], [13.401, -8.310, -20.477], [14.723, -7.580, -21.389], [14.509, -7.457, -19.626], [16.224, -9.211, -20.757], [15.806, -11.221, -19.360], [14.317, -10.609, -18.753], [15.402, -9.814, -16.238], [17.128, -10.077, -16.670], [16.044, -11.273, -17.104], [13.580, -10.429, -21.117], [14.232, -9.808, -22.356]]}

=====

No. 3
{"formula": "C51H47GeN4ORhS4", "method": "ωB97M-V/def2-TZVPD", "spin_multiplicity": 6, "lumo_energy_ha": [-0.1092, -0.1784], "de_lowest_ev": 0.195, "gap_ha": [0.2384, 0.1940], "total_charge": 1, "homo_energy_ev": [-9.46, -10.13], "elements": ["Rh", "C", "C", "N", "N", "C", "S", "S", "C", "C", "C", "C", "C", "C", "C", "C", "C", "C", "C", "C", "C", "O", "H", "H", "H", "H", "H", "H", "H", "H", "H", "H", "H", "H", "H", "H", "S", "C", "N", "C", "C", "N", "C", "C", "C", "C", "C", "C", "C", "C", "S", "C", "C", "C", "C", "C", "C", "C", "H", "H", "H", "H", "H", "H", "H", "H", "H", "H", "H", "H", "H", "H", "H", "H", "H", "H", "C", "Ge", "C", "C", "C", "C", "C", "C", "C", "C", "C", "C", "C", "C", "C", "C", "C", "C", "H", "H", "H", "H", "H", "H", "H", "H", "H", "H", "H", "H", "H", "H", "H"], "xyz": [[0.652, 0.460, -0.744], [4.631, 0.314, 1.363], [3.235, 0.001, 0.908], [2.678, 0.689, -0.036], [3.437, 1.701, -0.593], [2.890, 2.323, -1.565], [1.269, 1.994, -2.226], [3.652, 3.616, -2.433], [5.145, 3.973, -1.443], [4.871, 4.930, -0.316], [5.060, 6.292, -0.522], [4.783, 7.207, 0.482], [4.311, 6.768, 1.708], [4.125, 5.411, 1.926], [4.404, 4.499, 0.922], [2.517, -1.095, 1.560], [3.294, -2.035, 2.262], [2.743, -3.056, 2.997], [1.356, -3.149, 3.088], [0.561, -2.262, 2.403], [1.100, -1.243, 1.591], [0.226, -0.477, 0.976], [4.854, 1.366, 1.212], [5.347, -0.255, 0.766], [4.768, 0.058, 2.409], [5.818, 4.432, -2.166], [5.573, 3.024, -1.124], [5.429, 6.642, -1.478], [4.939, 8.262, 0.306], [4.094, 7.479, 2.493], [3.767, 5.062, 2.886], [4.258, 3.446, 1.097], [4.369, -1.957, 2.220], [3.379, -3.755, 3.519], [0.900, -3.918, 3.698], [-0.514, -2.320, 2.462], [-1.152, -0.917, -2.138], [-0.913, -2.458, -1.378], [-1.906, -3.279, -0.999], [-1.566, -4.695, -0.926], [-0.248, -4.888, -0.194], [0.786, -4.021, -0.741], [2.163, -4.485, -0.660], [2.445, -5.552, -1.686], [2.449, -5.234, -3.040], [2.679, -6.218, -3.986], [2.907, -7.528, -3.588], [2.907, -7.850, -2.241], [2.675, -6.863, -1.293], [0.428, -2.852, -1.291], [1.542, -1.697, -1.956], [-3.309, -2.886, -1.011], [-4.010, -3.374, 0.232], [-5.065, -4.271, 0.157], [-5.685, -4.722, 1.315], [-5.246, -4.283, 2.553], [-4.190, -3.384, 2.634], [-3.579, -2.931, 1.478], [-1.498, -5.102, -1.941], [-2.360, -5.216, -0.392], [0.083, -5.922, -0.311], [-0.365, -4.672, 0.873], [2.320, -4.874, 0.349], [2.815, -3.619, -0.784], [2.277, -4.213, -3.355], [2.685, -5.962, -5.037], [3.089, -8.294, -4.328], [3.089, -8.868, -1.926], [2.683, -7.115, -0.240], [-3.799, -3.278, -1.909], [-3.342, -1.795, -1.059], [-5.407, -4.618, -0.809], [-6.508, -5.420, 1.248], [-5.728, -4.634, 3.454], [-3.853, -3.030, 3.599], [-2.773, -2.212, 1.528], [-0.306, 2.503, 1.724], [-1.049, 2.325, -0.090], [-2.758, 1.383, -0.177], [-3.559, 1.529, -1.307], [-4.816, 0.949, -1.359], [-5.293, 0.235, -0.269], [-4.506, 0.090, 0.864], [-3.237, 0.648, 0.903], [-1.352, 4.141, -0.820], [-0.682, 4.691, -1.881], [-0.903, 6.016, -2.307], [-1.805, 6.799, -1.655], [-2.540, 6.285, -0.563], [-3.487, 7.100, 0.104], [-4.221, 6.618, 1.147], [-4.040, 5.287, 1.563], [-3.127, 4.481, 0.941], [-2.333, 4.947, -0.139], [-0.922, 3.208, 2.279], [0.703, 2.911, 1.660], [-0.270, 1.545, 2.229], [-3.210, 2.119, -2.146], [-5.431, 1.071, -2.239], [-6.282, -0.202, -0.299], [-4.882, -0.459, 1.717], [-2.627, 0.527, 1.790], [0.052, 4.115, -2.425], [-0.346, 6.400, -3.150], [-1.980, 7.821, -1.964], [-3.619, 8.118, -0.238], [-4.942, 7.248, 1.648], [-4.633, 4.896, 2.379], [-3.039, 3.458, 1.275]]}

=====

No. 4
{"formula": "C5H12N2O3", "method": "ωB97M-V/def2-TZVPD", "spin_multiplicity": 1, "lumo_energy_ha": [0.0171, 0.0171], "de_lowest_ev": 4.008, "gap_ha": [0.2713, 0.2713], "total_charge": 0, "homo_energy_ev": [-6.92, -6.92], "elements": ["C", "C", "C", "C", "C", "N", "N", "O", "O", "O", "H", "H", "H", "H", "H", "H", "H", "H", "H", "H", "H", "H"], "xyz": [[-1.675, -0.326, 0.214], [0.956, -1.502, 0.952], [1.823, 0.593, -0.341], [-1.148, 0.930, 0.063], [0.974, -0.589, -0.120], [-1.012, 1.748, 1.190], [0.707, -1.173, -1.240], [-1.927, -1.012, -0.945], [-1.726, -0.991, 1.253], [-0.962, 1.614, -1.185], [-0.009, -1.531, 1.383], [1.236, -2.594, 0.692], [1.707, -1.087, 1.698], [2.816, 0.284, -0.308], [1.515, 1.172, -1.257], [1.686, 1.341, 0.574], [-1.786, 2.328, 1.354], [-0.793, 1.234, 2.023], [0.676, -0.550, -2.027], [-1.650, -0.507, -1.650], [-0.079, -1.835, -1.285], [-1.327, 2.456, -1.036]]}